Density functional theory data (ωB97M-V/def2-TZVPD) for one molecule with the formula C17H15ClN4O2S in a non-equilibrium geometry.

Positions of all 40 atoms, in Å:
C  -1.83412  -4.70258  -1.11725
C  -1.76519  -3.40026  -0.91778
C  -2.37124  -2.69365  0.25769
N  -1.44671  -1.73419  0.82461
C  -1.56333  -0.41335  0.57778
N  -2.69730  0.06891  0.11914
C  -2.82635  1.41109  0.01092
C  -4.02857  1.96045  -0.46747
C  -4.17307  3.32038  -0.55344
C  -3.13390  4.17901  -0.17173
C  -1.94762  3.67190  0.29251
C  -1.77427  2.28384  0.38640
N  -0.58333  1.77363  0.80624
C  -0.48021  0.48493  0.89428
N  0.73742  -0.05709  1.31292
S  1.50271  -1.12152  0.22655
O  1.62768  -2.38739  0.88523
O  0.80412  -1.07833  -1.02048
C  3.11106  -0.36309  0.06543
C  4.15413  -0.79830  0.86077
C  5.38865  -0.18177  0.75681
C  5.55092  0.86420  -0.14395
Cl  7.08355  1.63443  -0.27557
C  4.49897  1.29739  -0.94280
C  3.26796  0.67548  -0.83355
H  -1.38983  -5.17174  -1.97787
H  -2.35062  -5.35490  -0.43132
H  -1.23471  -2.75421  -1.60385
H  -2.66112  -3.41162  1.03117
H  -3.25068  -2.12251  -0.05490
H  -0.53280  -2.08947  1.06331
H  -4.82051  1.28611  -0.75353
H  -5.09850  3.74210  -0.91805
H  -3.27357  5.24734  -0.24740
H  -1.13222  4.31371  0.58897
H  1.36142  0.66414  1.64878
H  3.98511  -1.61981  1.53839
H  6.21971  -0.50573  1.36279
H  4.64752  2.10784  -1.63836
H  2.42882  0.97464  -1.44139

Properties
- Kohn-Sham gap: 7.801 eV
- M: 374.9 Da
- Lowest unoccupied orbital energy: -0.178 eV
- Relative energy (zero: lowest compared OMol25 entry of this formula, charge and spin): 0.00 kcal per mole
- Strongest force on any atom: 1.08 eV Å⁻¹
- SMILES: C=CCNc1nc2ccccc2nc1NS(=O)(=O)c1ccc(Cl)cc1